[1]
The following is a quantum chemistry calculation of C30H25Cl6N2O3Pb as an isolated structure, from OMol25.

```
67
C30H25Cl6N2O3Pb (ωB97M-V with the def2-TZVPD basis set)
Pb -0.4069 0.3375 -2.0812
C -4.9119 -3.3318 0.5557
C -4.3739 -2.3084 -0.4474
C -3.2836 -2.8877 -1.3216
C -3.6819 -3.7907 -2.3034
C -2.7649 -4.4409 -3.1082
C -1.4132 -4.1974 -2.9403
C -0.9602 -3.2793 -2.0021
C 0.5323 -3.0992 -1.8075
C 1.2971 -2.7214 -3.0765
C -1.9099 -2.6201 -1.2062
N -1.3894 -1.6127 -0.3201
C -1.7432 -1.6187 0.8872
C -0.2686 0.4319 1.8476
C 0.8565 0.8206 2.5660
C 1.2450 2.0655 2.0829
C 0.3692 2.4195 1.0659
N -0.5848 1.4694 0.9562
H -5.6908 -2.8933 1.1805
H -4.1225 -3.7133 1.2079
H -5.3383 -4.1929 0.0415
H -4.0399 -1.4192 0.0836
H -5.1901 -1.9736 -1.0907
H -4.7402 -3.9893 -2.4256
H -3.1027 -5.1457 -3.8561
H -0.6908 -4.7351 -3.5418
H 0.9293 -4.0506 -1.4434
H 0.7366 -2.3736 -1.0206
H 1.1311 -3.4423 -3.8767
H 2.3683 -2.6843 -2.8788
H 1.0028 -1.7457 -3.4715
H -2.4272 -2.3630 1.2985
H 1.3092 0.2530 3.3609
H 2.0706 2.6714 2.4190
H 0.3656 3.2805 0.4180
Cl -0.1975 -2.0571 2.8493
C -1.1159 -0.7856 2.0003
C -1.4211 1.3114 -0.1444
C -2.7366 1.0331 -0.0034
Cl -3.5912 0.7698 -1.5101
C -3.5335 1.0889 1.1889
Cl -5.1288 1.6579 0.9708
C -3.1155 0.8259 2.4925
Cl -4.0786 1.4891 3.7609
C -2.0086 0.0252 2.9044
Cl -1.7109 -0.0853 4.5688
C 5.5769 2.3289 1.4033
C 4.5494 3.3233 0.9361
C 4.2241 4.4246 1.7243
C 3.2844 5.3478 1.2970
Cl 2.8892 6.6958 2.3172
C 2.6673 5.2204 0.0628
C 2.9826 4.1298 -0.7322
C 3.8966 3.1861 -0.2885
O 4.2009 2.1235 -1.1215
C 3.5669 0.9198 -0.7728
C 2.1150 0.8275 -1.1973
O 1.4085 -0.0887 -0.6662
O 1.6362 1.5874 -2.0765
H 6.3635 2.8302 1.9655
H 6.0333 1.8110 0.5621
H 5.1335 1.5782 2.0631
H 4.7203 4.5729 2.6755
H 1.9645 5.9708 -0.2729
H 2.5297 3.9929 -1.7046
H 3.6268 0.7060 0.2972
H 4.0901 0.1192 -1.3012
```

Summary:
E: -4447.1304 a.u.
Kohn-Sham gap: 5.54 eV
Total charge: +1
Energy above the lowest of the compared OMol25 structures with the same formula, charge and spin: 0.1261 eV

For reference, the natural (NBO) charges in units of e are:
1. Pb 1.4154
2. C -0.6017
3. C -0.4152
4. C -0.0254
5. C -0.1947
6. C -0.1820
7. C -0.1953
8. C -0.0069
9. C -0.4523
10. C -0.5898
11. C 0.0656
12. N -0.4393
13. C 0.1565
14. C 0.1364
15. C -0.1812
16. C -0.2426
17. C 0.0256
18. N -0.3974
19. H 0.2195
20. H 0.1959
21. H 0.2224
22. H 0.1883
23. H 0.2288
24. H 0.2196
25. H 0.2283
26. H 0.2205
27. H 0.2332
28. H 0.2343
29. H 0.2174
30. H 0.2233
31. H 0.1854
32. H 0.2072
33. H 0.2512
34. H 0.2596
35. H 0.2531
36. Cl 0.0796
37. C -0.1691
38. C -0.1160
39. C -0.1697
40. Cl 0.0595
41. C 0.0220
42. Cl 0.1485
43. C -0.1857
44. Cl 0.1059
45. C 0.1192
46. Cl 0.1863
47. C -0.6576
48. C 0.0328
49. C -0.2655
50. C -0.0264
51. Cl 0.0150
52. C -0.2534
53. C -0.2257
54. C 0.2372
55. O -0.5009
56. C -0.1676
57. C 0.7716
58. O -0.7974
59. O -0.7413
60. H 0.2335
61. H 0.2351
62. H 0.2167
63. H 0.2329
64. H 0.2355
65. H 0.2465
66. H 0.2033
67. H 0.2317

[2]
The following is a quantum chemistry calculation of a 13-piece molecular cluster, H26O13 overall in a non-equilibrium geometry, from OMol25.

```
39
H26O13 (ωB97M-V with the def2-TZVPD basis set)
H 0.8480 -0.4275 -1.2061
H -0.1474 -0.0299 -0.0817
H 5.8078 0.2558 0.1410
H 5.0900 0.2967 -1.1646
H 2.6219 3.4984 -0.8378
H 3.2965 4.3373 -1.8580
H -2.3184 0.3516 0.5813
H -2.6962 -0.3426 -0.7065
H 3.1341 -1.7499 0.8768
H 3.9346 -1.5217 2.1044
H 0.8401 -3.3945 2.3085
H 1.0767 -2.6153 3.5818
H -0.8108 -4.0176 -4.3172
H 0.0179 -4.9445 -3.4342
H -2.4653 -2.0191 -0.1936
H -2.2872 -2.6826 1.0420
H -0.6158 1.6043 -2.3452
H -0.9007 0.1849 -2.4840
H 2.0687 1.2213 0.7825
H 1.3178 1.0129 2.0484
H -1.6146 0.7500 3.4983
H -1.6934 2.1077 2.8910
H -4.9976 -0.1490 -0.9342
H -4.2603 0.9646 -0.2254
H -2.2506 4.8061 -0.5996
H -1.5463 3.5656 -0.9846
O 0.2524 0.2613 -0.9460
O 5.3209 -0.2888 -0.4161
O 2.4298 4.1938 -1.4832
O -2.2086 -0.4521 0.1240
O 3.0224 -1.3636 1.7265
O 1.5354 -3.0326 2.8703
O -0.2622 -4.0539 -3.5229
O -2.7419 -2.8439 0.2422
O -0.2013 0.7482 -2.7429
O 1.1859 0.9432 1.1295
O -2.1546 1.5920 3.5013
O -4.5944 0.0665 -0.0979
O -1.7652 4.0971 -0.1951
```

Summary:
E: -993.5057 a.u.
Kohn-Sham gap: 8.15 eV
Total charge: 0
Energy above the lowest of the compared OMol25 structures with the same formula, charge and spin: 7.2793 eV

For reference, the natural (NBO) charges in units of e are:
1. H 0.4658
2. H 0.4794
3. H 0.4625
4. H 0.4694
5. H 0.4629
6. H 0.4616
7. H 0.4838
8. H 0.4802
9. H 0.4660
10. H 0.4599
11. H 0.4647
12. H 0.4601
13. H 0.4688
14. H 0.4672
15. H 0.4703
16. H 0.4506
17. H 0.4441
18. H 0.4562
19. H 0.4742
20. H 0.4573
21. H 0.4642
22. H 0.4657
23. H 0.4709
24. H 0.4590
25. H 0.4668
26. H 0.4621
27. O -0.9636
28. O -0.9316
29. O -0.9243
30. O -0.9473
31. O -0.9260
32. O -0.9248
33. O -0.9356
34. O -0.9420
35. O -0.8877
36. O -0.9323
37. O -0.9285
38. O -0.9213
39. O -0.9287

[3]
The following is a quantum chemistry calculation of CHBr3 as an isolated structure in a non-equilibrium geometry, from OMol25.

```
5
CHBr3 (ωB97M-V with the def2-TZVPD basis set)
C -0.0924 -0.0634 -0.1863
Br 0.6384 -1.7959 0.3283
Br 1.4318 1.2626 -0.1814
Br -1.4430 0.5052 1.2098
H -0.5348 0.0915 -1.1704
```

Summary:
Spin multiplicity: 2
<S²>: 0.76
E: -7760.3341 a.u.
Kohn-Sham gap (spin up / spin down): 10.36 / 5.13 eV
Total charge: +1
Energy above the lowest of the compared OMol25 structures with the same formula, charge and spin: 0.2467 eV

For reference, the natural (NBO) charges in units of e are:
1. C -0.4751
2. Br 0.3687
3. Br 0.4937
4. Br 0.3543
5. H 0.2584

[4]
The following is a quantum chemistry calculation of one molecule with the formula C6H18BN3O3 in a non-equilibrium geometry, from OMol25.

```
31
C6H18BN3O3 (ωB97M-V with the def2-TZVPD basis set)
O -0.4740 -0.1474 -1.3897
O -0.7044 -1.0534 0.8235
O 0.8049 0.7880 0.4613
B -0.1338 -0.1142 -0.0578
N -1.5856 2.2988 -1.5525
N -0.3106 -3.4287 -0.4361
N 3.1446 0.5826 2.3071
C 0.0527 0.7629 -2.3233
C -1.8502 -1.6986 0.4341
C 0.7654 0.8521 1.8607
C -0.1856 2.1645 -1.9111
C -1.4954 -2.6590 -0.7378
C 2.0146 1.4768 2.3720
H -2.1408 2.1146 -2.3839
H -1.8147 1.6182 -0.8415
H 0.4864 -2.7938 -0.3168
H -0.4398 -3.8671 0.4613
H 3.3280 0.2926 1.3605
H 2.9807 -0.2451 2.8410
H -0.3888 0.5126 -3.2801
H 1.1379 0.5208 -2.3888
H -2.1430 -2.2630 1.3322
H -2.6187 -0.9711 0.1362
H -0.1426 1.4156 2.1099
H 0.6490 -0.1651 2.2276
H 0.4540 2.4177 -1.0445
H 0.1161 2.8690 -2.6982
H -2.3081 -3.3570 -0.8867
H -1.3593 -2.1160 -1.7083
H 2.2472 2.4043 1.8223
H 1.9141 1.7884 3.4074
```

Summary:
E: -654.3464 a.u.
Kohn-Sham gap: 9.90 eV
Total charge: 0
Energy above the lowest of the compared OMol25 structures with the same formula, charge and spin: 0.0000 eV

For reference, the natural (NBO) charges in units of e are:
1. O -0.7373
2. O -0.7353
3. O -0.7389
4. B 1.2933
5. N -0.8206
6. N -0.8159
7. N -0.8261
8. C -0.0706
9. C -0.0728
10. C -0.0796
11. C -0.2684
12. C -0.2541
13. C -0.2446
14. H 0.3498
15. H 0.3503
16. H 0.3496
17. H 0.3440
18. H 0.3548
19. H 0.3482
20. H 0.1809
21. H 0.1756
22. H 0.1759
23. H 0.1673
24. H 0.1682
25. H 0.1883
26. H 0.2188
27. H 0.2014
28. H 0.1873
29. H 0.2166
30. H 0.1974
31. H 0.1964

[5]
The following is a quantum chemistry calculation of C12H33LiN6OP as an isolated structure, from OMol25.

```
54
C12H33LiN6OP (ωB97M-V with the def2-TZVPD basis set)
Li -0.2313 0.6027 0.4514
C 0.6042 2.7217 1.8534
C 1.0561 1.5540 2.7316
N 0.4192 0.2877 2.3126
C 1.3384 -0.8547 2.1831
C 2.2617 -0.6965 0.9688
N 1.5314 -0.2205 -0.2244
C 2.1688 0.9097 -0.9241
C 2.0745 2.1873 -0.0872
N 0.7029 2.3835 0.4196
H -0.4506 2.9233 2.0542
H 1.1730 3.6182 2.1232
H 2.1401 1.4365 2.6783
H 0.8322 1.7952 3.7726
H -0.3264 0.0428 2.9511
H 1.9550 -1.0027 3.0763
H 0.7256 -1.7487 2.0565
H 3.0662 0.0047 1.1993
H 2.7451 -1.6556 0.7806
H 1.4119 -0.9821 -0.8794
H 3.2171 0.7156 -1.1736
H 1.6298 1.0540 -1.8623
H 2.7606 2.1214 0.7582
H 2.4135 3.0360 -0.6831
H 0.2330 3.1022 -0.1159
C -5.7141 0.9966 0.7541
N -4.4791 0.5303 0.1367
C -4.6685 -0.2610 -1.0789
P -3.0206 1.2207 0.4543
O -1.9333 0.3080 -0.0154
N -2.9692 1.4954 2.0870
C -3.1387 2.7769 2.7565
C -3.2858 0.3384 2.9331
N -2.8345 2.7319 -0.2299
C -3.9617 3.6681 -0.1441
C -2.2113 2.7850 -1.5593
H -6.3437 0.1416 1.0086
H -6.2834 1.6493 0.0859
H -5.5053 1.5422 1.6733
H -5.2208 -1.1729 -0.8424
H -3.7057 -0.5426 -1.4955
H -5.2369 0.2978 -1.8286
H -2.7774 3.5897 2.1305
H -2.5512 2.7751 3.6777
H -4.1819 2.9722 3.0301
H -3.0675 -0.5902 2.4094
H -4.3367 0.3286 3.2383
H -2.6763 0.3807 3.8395
H -4.5436 3.5138 0.7618
H -4.6346 3.5550 -1.0002
H -3.5904 4.6938 -0.1359
H -1.4152 2.0520 -1.6394
H -1.7994 3.7840 -1.7202
H -2.9396 2.5951 -2.3547
```

Summary:
E: -1229.6502 a.u.
Kohn-Sham gap: 9.74 eV
Total charge: +1
Energy above the lowest of the compared OMol25 structures with the same formula, charge and spin: 0.0000 eV

For reference, the natural (NBO) charges in units of e are:
1. Li 0.8609
2. C -0.2293
3. C -0.2438
4. N -0.6916
5. C -0.2276
6. C -0.2444
7. N -0.6875
8. C -0.2258
9. C -0.2443
10. N -0.6947
11. H 0.2072
12. H 0.1940
13. H 0.1958
14. H 0.2116
15. H 0.3844
16. H 0.1925
17. H 0.2088
18. H 0.1926
19. H 0.2157
20. H 0.3880
21. H 0.1942
22. H 0.2052
23. H 0.1939
24. H 0.2135
25. H 0.3862
26. C -0.4055
27. N -0.8225
28. C -0.4073
29. P 2.4514
30. O -1.1818
31. N -0.8163
32. C -0.4089
33. C -0.4155
34. N -0.8169
35. C -0.4198
36. C -0.4121
37. H 0.2103
38. H 0.1938
39. H 0.2020
40. H 0.2048
41. H 0.2325
42. H 0.1878
43. H 0.2225
44. H 0.2041
45. H 0.1886
46. H 0.2276
47. H 0.1965
48. H 0.1980
49. H 0.2092
50. H 0.1952
51. H 0.2121
52. H 0.2219
53. H 0.2010
54. H 0.1919